DFT (the ωB97M-V functional and the def2-TZVPD basis) results for a structure of composition C21H16ClIIrN2O4 at a distorted geometry.

Computed properties:
Max |F|   1.038 eV/A
HOMO-LUMO gap (alpha / beta)   6.18 / 5.06 eV
2S+1   2
Total charge   +2

Structure (XYZ):
```
46
C21H16ClIIrN2O4 | OMol25 | the ωB97M-V functional and the def2-TZVPD basis
Ir -0.415 0.247 -0.102
C -4.727 -0.045 1.547
C -3.976 -1.311 1.392
N -4.630 -2.460 1.430
C -3.970 -3.590 1.205
C -2.584 -3.686 0.882
C -1.964 -5.045 0.656
O -0.937 -5.000 -0.317
C -1.859 -2.526 0.849
C -0.404 -2.545 0.760
N 0.348 -1.539 0.526
C 1.776 -1.735 0.658
C 2.419 -2.911 0.309
C 3.785 -3.022 0.528
C 4.505 -1.973 1.083
C 3.869 -0.784 1.418
C 2.513 -0.692 1.190
I 1.399 1.022 1.608
C -2.538 -1.293 1.136
O -1.920 -0.186 1.208
H -5.616 -0.223 2.147
H -5.056 0.290 0.557
H -4.114 0.745 1.974
H -4.548 -4.505 1.296
H -2.741 -5.766 0.402
H -1.518 -5.386 1.595
H -1.277 -5.293 -1.170
H 0.086 -3.481 0.997
H 1.874 -3.722 -0.159
H 4.292 -3.936 0.251
H 5.570 -2.069 1.244
H 4.429 0.043 1.835
Cl -2.192 5.608 -4.651
C -2.050 4.208 -3.661
C -3.210 3.565 -3.204
C -3.139 2.455 -2.391
C -1.898 1.970 -2.000
O -1.854 0.918 -1.172
C -0.725 2.574 -2.497
C 0.556 2.038 -2.223
O 0.820 1.051 -1.496
C -0.817 3.710 -3.326
H -4.175 3.955 -3.503
H -4.035 1.957 -2.046
H 1.424 2.500 -2.698
H 0.082 4.181 -3.704
```

=====

DFT (the ωB97M-V functional and the def2-TZVPD basis) results for an isolated molecule of C21H16N6O2 at a distorted geometry.

Computed properties:
Max |F|   7.345 eV/A
HOMO-LUMO gap   6.82 eV
SMILES string   O=C1NC(=O)C(c2cnc3cccnn23)=C1c1cn2c3c(cccc13)CNCC2
2S+1   1

Structure (XYZ):
```
45
C21H16N6O2 | OMol25 | the ωB97M-V functional and the def2-TZVPD basis
O 0.961 -0.846 -4.170
O -1.249 -4.522 -2.920
N -2.475 -0.496 0.149
N -2.465 -3.782 1.352
C 0.382 -1.583 -3.358
C -0.911 -3.337 -2.865
C -3.221 0.165 0.979
C -2.742 -2.494 1.467
C -1.850 -3.925 0.119
C -3.641 -0.400 2.247
C -3.426 -1.668 2.584
C -0.093 -1.323 -2.083
C -0.885 -2.377 -1.675
C 0.635 -0.435 -1.223
C -1.465 -2.665 -0.406
C 1.384 -0.755 -0.206
C -0.025 3.328 -1.811
C -0.223 1.917 -1.991
C 0.793 3.731 -0.732
C 0.445 1.049 -1.174
C 1.278 1.495 -0.166
C 1.473 2.822 0.039
N -0.135 -2.727 -3.862
N -2.098 -1.754 0.450
N 1.840 0.408 0.527
N 2.165 2.624 2.510
C 2.417 3.259 1.170
C 2.951 0.477 1.524
C 2.753 1.319 2.665
H -3.332 1.220 0.831
H -1.769 -4.822 -0.513
H -3.992 0.211 3.032
H -3.709 -2.169 3.499
H 1.719 -1.678 0.102
H -0.643 3.964 -2.445
H -0.825 1.487 -2.798
H 0.655 4.770 -0.594
H -0.164 -2.985 -4.816
H 1.192 2.653 2.839
H 3.493 3.069 0.890
H 2.296 4.348 1.456
H 2.998 -0.601 1.931
H 3.796 0.871 0.948
H 1.988 0.795 3.244
H 3.724 1.362 3.256
```

=====

DFT (the ωB97M-V functional and the def2-TZVPD basis) results for a structure of composition C21H17AgN2OS3Se.

Computed properties:
Max |F|   0.397 eV/A
HOMO-LUMO gap   7.93 eV
2S+1   1

Structure (XYZ):
```
46
C21H17AgN2OS3Se | OMol25 | the ωB97M-V functional and the def2-TZVPD basis
Ag -0.197 0.826 -0.623
O -0.226 0.836 1.472
C -1.527 0.577 1.877
C -2.082 -0.636 1.127
C -3.232 -0.786 0.413
C -3.346 -2.071 -0.200
C -2.276 -2.865 0.063
S -1.121 -2.068 1.049
C -1.531 0.303 3.379
C -0.674 0.838 4.287
C -0.955 0.428 5.624
C -2.023 -0.411 5.699
S -2.690 -0.711 4.149
C -2.450 1.775 1.601
C -3.443 2.317 2.353
C -4.075 3.438 1.733
C -3.544 3.732 0.520
S -2.263 2.657 0.124
H -3.981 -0.010 0.331
H -4.189 -2.375 -0.806
H -2.104 -3.881 -0.260
H 0.134 1.493 3.992
H -0.379 0.742 6.484
H -2.449 -0.882 6.571
H -3.725 1.929 3.323
H -4.881 4.000 2.186
H -3.810 4.524 -0.165
C 2.987 1.869 -3.073
N 2.613 0.467 -3.054
C 1.353 -0.012 -3.044
Se -0.243 0.934 -3.150
N 1.448 -1.357 -2.987
C 2.777 -1.760 -2.939
C 3.380 -3.005 -2.859
C 4.765 -3.028 -2.825
C 5.516 -1.849 -2.867
C 4.907 -0.606 -2.945
C 3.523 -0.590 -2.982
H 2.082 2.466 -3.120
H 3.606 2.076 -3.946
H 3.540 2.116 -2.167
H 0.628 -1.941 -2.957
H 2.796 -3.916 -2.821
H 5.276 -3.979 -2.760
H 6.595 -1.909 -2.834
H 5.490 0.306 -2.972
```

=====

DFT (the ωB97M-V functional and the def2-TZVPD basis) results for a structure of composition C21H17Cl3FeN3O12S2 at a distorted geometry.

Computed properties:
Max |F|   2.505 eV/A
HOMO-LUMO gap (alpha / beta)   8.34 / 8.34 eV
2S+1   2
Total charge   -2

Structure (XYZ):
```
59
C21H17Cl3FeN3O12S2 | OMol25 | the ωB97M-V functional and the def2-TZVPD basis
Fe -0.780 -0.082 1.337
O 3.052 0.592 1.571
C 1.855 0.442 1.719
O 0.950 0.423 0.795
C 1.255 0.248 3.097
C 1.866 0.446 4.315
C 1.093 0.317 5.465
C -0.257 0.016 5.366
C -0.798 -0.177 4.108
N -0.030 -0.089 3.036
C -2.263 -0.386 3.758
O -3.080 -0.471 4.666
O -2.445 -0.436 2.498
H 2.913 0.715 4.330
H 1.542 0.481 6.438
H -0.917 -0.050 6.219
O 0.319 1.627 -1.926
S -1.040 1.174 -1.752
O -1.650 0.628 -2.950
O -1.280 0.254 -0.625
C -1.949 2.713 -1.441
C -2.648 3.179 -2.550
C -3.334 4.384 -2.528
C -3.333 5.147 -1.373
C -2.640 4.693 -0.262
C -1.941 3.491 -0.279
S -1.049 3.134 1.250
O 0.358 3.278 0.983
O -1.599 4.056 2.220
O -1.467 1.746 1.584
H -2.653 2.561 -3.436
H -3.869 4.714 -3.411
H -3.869 6.087 -1.326
H -2.636 5.264 0.655
N 1.367 -2.563 0.510
C 1.551 -2.063 -0.517
N 1.706 -1.456 -1.681
C 1.080 -2.028 -2.866
C 2.059 -2.949 -3.587
C 3.361 -2.205 -3.891
C 3.959 -1.582 -2.628
C 2.932 -0.701 -1.923
H 0.791 -1.191 -3.507
H 0.163 -2.534 -2.566
H 1.605 -3.328 -4.508
H 2.269 -3.814 -2.947
H 3.149 -1.405 -4.611
H 4.081 -2.876 -4.369
H 4.842 -0.987 -2.877
H 4.287 -2.373 -1.943
H 2.652 0.153 -2.542
H 3.286 -0.303 -0.973
Cl -0.780 -4.819 -0.470
C -2.065 -4.128 0.559
Cl -3.400 -3.598 -0.472
Cl -2.654 -5.408 1.645
C -1.433 -2.927 1.389
O -1.466 -1.855 0.723
O -1.018 -3.179 2.500
```